Record 1
106
Properties=species:S:1:pos:R:3 method="wB97M-V/def2-TZVPD" e_tot_ha=-5367.59192 homo_ev="-13.29 / -13.29" fmax_ha_per_bohr=0.074 total_charge=+2
C -4.04268 -3.13106 -3.40621
C -2.57594 4.96892 -0.14456
C -4.05912 4.03647 -3.98174
H -2.81197 0.14181 1.47464
H 1.54953 -4.52319 -1.09155
C -3.33508 -1.18796 -2.19542
H 5.42901 5.17409 1.28302
C 2.44945 3.21541 -0.14987
H 0.95638 -1.87723 -2.36141
Sb 0.74352 2.05837 -0.78093
H -1.53376 -4.11633 -1.26759
C 2.00045 -0.29136 0.79606
H 3.17549 5.49962 2.23007
N 0.17106 -2.95450 -0.75557
H 3.86300 2.32452 -1.49909
H -4.91717 0.34236 -3.29676
H -2.38207 -1.91350 -3.98537
C -0.87685 0.56729 -3.69274
H -3.01247 -4.76859 1.06221
H -0.49234 6.99696 -1.86777
C -3.86780 -3.02948 1.97482
C -5.08321 -3.31999 -2.51281
C -2.10437 6.11506 -0.76222
H 0.15394 -1.37081 2.38465
C 0.13493 -2.56980 -2.16045
Cl 2.50010 -5.17641 4.24204
C -1.96754 -2.99886 0.49349
H -5.82742 4.05595 -5.18361
H 2.25941 -2.95922 -0.67612
H 0.25729 -3.44400 -2.81495
H 4.29614 -1.76354 1.30784
C -0.76162 0.04250 4.46135
H -1.59866 0.53196 -4.51358
H 4.47068 -3.74286 2.77539
C -2.83331 -0.94314 1.39102
C 1.18699 -3.06071 3.20928
H -4.49952 -1.12214 2.71930
H -6.08879 -2.54337 -0.78584
H -2.16870 2.91620 0.35591
C -3.79795 -1.65396 2.09434
H -4.63268 -3.58508 2.49330
H -6.35538 1.68102 -4.75091
H 5.76313 3.61100 -0.59559
C -4.66982 1.37529 -3.48375
H 1.46205 -3.92743 0.57839
C -0.10120 4.95166 -1.40104
C -0.99497 -3.76381 -0.37683
O -0.65207 1.29231 1.72298
As -0.26595 1.55150 3.32316
C -1.81157 3.80965 -0.14988
C -0.86886 6.10592 -1.38998
C 3.42806 -2.13398 1.83115
C 2.20594 -1.49147 1.68865
H 1.87560 2.62200 -3.16923
H -0.66224 -4.65075 0.16930
C 1.22384 1.78437 -2.93230
H 0.32936 -3.41820 3.75654
H 2.24938 1.27402 3.66747
C 1.42849 -3.63075 -0.46639
O 1.92470 0.81565 1.34959
H 1.79309 0.85586 -3.01448
Pd -0.16251 -0.52292 0.19758
H 1.83188 2.97029 3.37945
H -3.81560 5.07036 -4.17124
H -2.69669 7.01787 -0.75332
C 0.01934 1.78408 -3.84915
H -3.53980 4.97190 0.34062
H -5.75836 -4.15210 -2.63332
H -1.57796 -0.54021 4.03113
H 1.45706 2.22188 4.95409
C -3.54242 1.95371 -2.93288
C -5.26721 -2.42255 -1.47454
H -0.86779 3.99653 3.68165
H -2.32750 3.03810 3.34610
C -0.58168 3.81249 -0.78215
H 1.25321 4.23084 1.31714
C -2.96302 -3.69679 1.17200
H -4.56039 -0.64267 -0.52587
H 0.86743 4.94481 -1.88019
C -4.39812 -1.35798 -1.32154
H 0.11249 -0.58918 4.62033
C 4.77894 3.74744 -0.17413
C -3.16706 -2.06508 -3.25430
C 3.32358 4.80858 1.41267
C -5.48393 2.13690 -4.30662
H -3.91148 -3.80676 -4.23761
H -0.55362 2.70903 -3.73015
C 2.25045 4.09822 0.90120
C 1.09827 -1.93117 2.41520
C -5.18209 3.46449 -4.55345
C 4.58947 4.62881 0.87782
C 3.70957 3.02799 -0.68821
C -1.37822 3.05245 3.88152
H -1.56832 2.97079 4.95083
H -0.27451 -0.34067 -3.70459
C 1.52300 2.05441 3.87988
C 3.52411 -3.24579 2.64967
H -1.07039 0.44619 5.42419
C 2.39832 -3.73823 3.30268
C -1.90016 -1.61898 0.61330
H 0.39558 1.77746 -4.87954
O 1.91996 -0.45972 -0.46173
H -0.82995 -2.10341 -2.37059
Sb -2.12132 0.60549 -1.87890
C -3.23481 3.28162 -3.16068
H -2.36461 3.74529 -2.71560

=====

Record 2
107
Properties=species:S:1:pos:R:3 method="wB97M-V/def2-TZVPD" s2=3.76 e_tot_ha=-6566.76907 homo_ev="-7.19 / -8.01" multiplicity=4 fmax_ha_per_bohr=0.046 total_charge=0
H 4.51216 3.31192 0.11170
H -3.64916 -3.84718 0.32507
H 5.86983 0.81777 -2.07796
O -1.14440 0.62877 3.05678
C -2.93414 -0.79309 -2.92078
C -7.00207 2.27532 -0.20690
H -0.32736 -5.33930 0.04371
H 6.67700 0.86223 1.88894
O 0.61717 1.58855 1.98629
H 5.13206 0.98126 -3.60910
H -7.94626 3.36065 1.40743
H 1.12331 -0.44033 -2.63048
H 0.99571 5.49558 -1.05222
C -1.45475 3.81394 3.52971
C -3.14428 0.37379 -2.20589
C 2.67020 2.17308 -0.17663
H -2.71037 -1.77640 -2.45872
H 2.18400 -4.55404 0.89273
H 0.74468 -4.35247 -4.62523
C 6.03335 1.08938 1.04622
C 0.45185 -3.52269 -2.67622
H 0.46149 -2.76423 5.15824
C 3.69288 1.16370 2.91869
Sb -3.01574 0.21923 -0.03555
H -2.06221 -2.10589 1.86370
C 4.91698 1.11931 -2.56051
H 3.85080 -2.19630 1.77808
C 2.02611 0.12093 -2.93709
H 3.23942 5.52121 -0.22104
H 3.83994 -2.24315 -2.46893
H 5.14334 -1.48674 2.69039
H 2.78714 0.73084 3.29568
H -3.44034 2.51834 -2.26051
C 0.51344 -4.57807 -3.58710
H 1.72343 1.16623 -3.16658
C 2.09842 -4.78968 3.03975
H -4.17224 1.65000 2.34842
H -1.80128 5.88045 4.15312
C 1.75020 -4.17758 1.83261
H -0.07006 -1.58406 3.08447
H -1.29240 3.44800 4.52852
H -4.56130 -1.66674 1.08822
H -0.23553 3.25360 -1.29469
C 0.77797 3.32429 -1.01179
H 2.30876 -0.43140 -3.85169
C -3.08679 0.47974 -4.95637
H -1.61802 2.63917 0.30332
C -2.05371 4.68581 0.90063
H -3.65576 2.54246 -4.73244
H -4.70881 -1.82459 -0.65859
N 1.33925 2.20797 -0.60120
C 0.14212 -3.74886 -1.36099
H 4.51783 1.18824 3.65673
C -1.65578 3.37989 1.14140
Si 3.59187 0.08218 -1.80163
C -4.96912 1.76314 1.61811
C -6.10694 2.46931 2.00709
C -3.30648 1.64080 -4.23429
C -4.83226 1.34295 0.30449
H -6.18001 2.84205 3.02853
C -1.86628 -2.83376 1.05114
H 5.42719 -1.94825 0.99870
H -0.32343 -7.15725 -1.57064
H -3.08030 0.53016 -6.04770
C 1.47127 4.51985 -0.83641
C -0.58905 1.62006 2.52948
C -1.76568 5.14817 3.30476
H 6.50092 0.74731 0.12168
C -0.06393 -6.12084 -1.87531
C -7.08484 2.76574 1.09273
H -5.83330 1.13063 -1.64735
H 0.44721 -6.74910 -3.84100
C -3.05564 -2.93923 0.11086
H 1.79075 -4.88404 5.15461
H 5.29200 -1.74428 -1.65887
H 4.80220 2.18654 -2.35740
Si 4.32921 0.31449 1.34709
C 2.76905 4.56495 -0.36045
C 3.08497 0.75601 -0.02876
C -1.30388 2.97796 2.42184
C -2.90440 -0.72708 -4.31246
H -7.78785 2.48666 -0.93309
H 2.73256 -5.64806 3.00437
C 0.94113 -3.04009 1.83333
H 0.69206 -2.51452 -2.99009
H 3.88014 -2.12754 -0.69220
Br -2.23563 7.43051 1.70313
H -2.36929 5.03696 -0.09804
H 5.87344 2.17732 1.03007
C 4.69660 -1.50368 1.69212
C 4.20105 -1.69431 -1.64013
C -5.88500 1.56364 -0.60791
C 0.33493 -5.88562 -3.16472
H 3.51049 2.21449 2.69728
H -2.74325 -3.10303 -0.93477
C 0.80853 -3.18648 4.22692
Sb 0.01534 -2.14224 0.12382
C -3.28970 1.59341 -2.80710
C 1.57326 -4.33719 4.23503
C 3.43263 3.35488 -0.10503
H -2.75573 -1.66269 -4.84918
H -1.63063 -3.76712 1.55764
C -0.09434 -5.06009 -0.96732
V 1.02800 0.42517 0.26894
C 0.50028 -2.52936 3.02667
C -2.07452 5.59447 1.99036
C -3.99366 -1.76286 0.15571

=====

Record 3
112
Properties=species:S:1:pos:R:3 method="wB97M-V/def2-TZVPD" s2=0.77 e_tot_ha=-4982.80931 homo_ev="-10.71 / -10.71" multiplicity=2 fmax_ha_per_bohr=0.072 total_charge=+1
C -1.66311 0.36511 -2.00834
C 1.09141 6.27540 -4.10729
C -0.37776 0.41583 -1.47474
N -1.41066 -6.34617 0.37512
H 3.25038 -2.19576 1.59572
C -0.09214 -0.18889 -0.24396
C -4.24825 -3.59328 0.98846
H 3.75386 -1.58652 -2.68479
N -2.19665 -1.11901 5.67809
C -4.44602 1.78100 1.50810
H 1.00562 -2.43683 4.24461
C -1.15390 -0.86728 0.39476
C -4.65290 -1.26309 5.93356
H -3.25537 -0.85356 7.43970
C 1.90802 3.60223 0.53463
H -0.82282 2.37611 -5.05176
Cl 5.24252 2.82239 -6.06018
H -1.78115 0.80134 -2.98924
H 6.90871 -0.84411 -0.17916
H -5.30103 -1.78030 0.47242
C 5.84152 -1.00505 -0.21934
C -4.85916 -1.38166 4.57819
C 4.35133 2.49269 1.08340
H -2.83411 2.36280 0.07699
H 3.12462 1.94929 -6.03731
C 3.38153 0.44261 3.73176
H 5.50833 -1.41228 1.91708
C -6.54443 -3.10797 1.58417
H -3.57602 3.64705 0.88870
C 4.11052 -1.50637 -1.66854
H -2.00090 2.39272 -8.02395
C 0.19210 6.11228 -3.04590
H -7.44013 -2.50455 1.58629
C 1.05741 -5.17568 0.47101
C -4.36989 -4.75478 1.73486
H 4.66951 -0.51911 5.17250
H 4.04676 1.28025 3.58267
N 1.20878 -0.55671 3.44795
C 1.79130 5.22097 -4.66695
C 3.41025 1.91585 0.21659
C -5.38620 -2.74967 0.94089
C 5.12663 -1.40899 0.90679
Cl -1.93344 2.64609 2.31000
H 4.28575 0.69624 -5.90915
H 5.27796 1.93956 1.12607
C -2.42249 -1.33727 4.37932
H -7.37459 -4.56152 3.02604
H -4.86880 2.34835 2.33724
C 2.77412 4.26503 1.35940
H -0.25190 6.95948 -2.54438
H 0.52107 0.79683 -1.93664
C 2.84677 -1.64364 4.87797
H -3.80955 -1.60570 2.67775
N 1.60617 3.98551 -4.24135
H -3.31986 -3.32515 0.50616
C -1.22709 -5.08591 -0.10570
H 4.85452 1.36634 -3.51340
C 1.62408 -1.55159 4.22828
H -2.65056 3.48231 -6.79795
H 3.75205 1.11515 -0.42250
H 1.36149 7.25886 -4.46262
C 0.91732 -6.41926 1.05688
C 0.73403 3.78827 -3.19532
H -5.87069 -1.55951 4.24415
Cl 2.55999 0.77975 -3.46611
H -2.08815 -4.70744 -0.63649
H 0.55369 2.74361 -2.98903
H -0.64060 4.59543 -1.73747
H -0.63214 -7.93300 1.35564
H 2.48423 5.37163 -5.48153
C 0.00789 -4.44540 -0.11649
C 3.98622 3.65857 1.68726
H -2.00816 1.35456 -5.68786
N 5.35336 -0.99426 -1.51037
H 2.07026 -4.80082 0.46998
C 3.94270 1.70847 -4.00293
H 2.25122 -2.18488 -0.68685
H 2.56593 5.24014 1.77439
C -3.68481 -1.43624 3.73705
N -5.45987 -5.11110 2.39380
C -6.54703 -4.32139 2.37497
C 3.27278 -1.84512 -0.60089
C -3.22130 2.63073 1.06004
H -1.51072 -1.51322 3.82786
Cl 0.19688 1.02443 -6.55312
H 0.15786 -3.47080 -0.55700
C -1.19357 2.00467 -6.00710
C 2.10937 0.39795 3.18875
C -2.67143 -0.26681 -1.29930
H 4.73379 4.22904 2.21839
C -3.35925 -1.09032 6.39110
H 3.04667 -2.57800 5.38137
H 0.91643 3.95990 0.29965
H -3.66924 -0.36568 -1.70055
N 2.19304 2.41277 -0.07140
H -3.53639 -5.42428 1.88801
C -0.37861 -6.98573 0.90309
C -0.00144 4.79154 -2.58566
H -1.07783 -1.48201 1.27948
H 0.95243 -0.19040 0.03036
C 3.69141 -0.51617 4.71458
H -5.51687 -1.22394 6.58042
N -2.43167 -0.87446 -0.13575
C -1.75099 2.96396 -7.12991
H 1.82226 1.06125 2.38626
H 3.84155 2.72591 -3.62519
Cl -5.59596 1.59397 0.16625
Cl -0.57777 4.22617 -7.70199
C 4.04398 1.68351 -5.51553
H -4.13269 0.77947 1.80283
H 1.72248 -6.96280 1.52877
C 3.81489 -1.87005 0.73454

=====

Record 4
110
Properties=species:S:1:pos:R:3 method="wB97M-V/def2-TZVPD" s2=0.76 e_tot_ha=-3531.82858 homo_ev="-1.58 / -2.07" multiplicity=2 fmax_ha_per_bohr=0.044 total_charge=-2
H 5.46615 1.55705 -1.15445
H -0.03219 1.04424 -0.12078
C -0.48323 1.10113 0.87751
C 0.68066 -3.00324 2.68103
H -0.82860 3.63917 6.25301
H 2.87006 -1.84572 -2.37629
C -1.53300 0.35427 -5.58097
H 1.12212 -4.86251 -3.22043
C 1.62536 2.34145 1.74739
C -0.73842 -0.76651 -4.94067
C -3.83223 0.31336 1.55820
Sb -1.96723 2.70185 0.78261
H 1.06113 -3.88014 -1.75860
C 0.16422 -4.34259 1.96352
H 3.02413 5.49486 -0.22344
I -2.87700 2.94885 -2.74773
H -3.42239 -0.13402 0.66123
Sb 2.64938 2.39910 -0.15676
H -2.08284 0.71075 -1.62988
O -6.74674 -2.71447 -2.02367
H -1.33818 0.43730 -6.65877
H -1.01494 -5.13508 -4.36378
H -1.64662 -5.99087 4.40703
C 3.92521 0.67890 0.07077
C 1.36922 -3.88177 -2.81275
H -1.29729 1.31213 -5.12034
C -2.76222 1.44774 -1.19116
Rb -2.62573 -2.25440 -1.12150
H -1.58689 2.20156 4.42050
C -4.08888 2.18088 3.02586
C -0.40431 5.32441 4.98724
C -1.31949 -2.02815 -4.76433
H -2.68592 -3.38005 -5.74163
H -3.00234 -3.61113 1.11550
C 5.60984 -1.56014 0.16609
H 0.07966 1.46135 2.91738
C 0.65911 -2.78355 -3.57765
C -0.41654 5.80140 3.68147
H 5.33305 2.42890 1.69306
C 3.54668 -0.46626 0.76707
C -2.20886 -4.02123 1.72885
H -3.49431 -2.21302 -4.69851
H 2.28490 0.66665 -4.96571
H 0.76483 1.35099 -5.52754
C -1.42252 -5.34904 3.56044
H 2.45081 -3.77635 -2.85718
H 1.18927 1.43728 -3.81890
H 6.26013 -2.42702 0.20010
H -0.07410 5.95891 5.80218
N -0.00109 -2.09472 3.13262
H -2.84895 -1.71099 -6.25834
H 0.63296 -5.92832 3.45302
O -4.68548 -1.79691 -2.75867
H -5.45887 1.91035 4.66024
C 1.23157 0.80272 -4.71128
H 2.68628 -0.19061 -2.89665
H -1.02472 -2.08992 3.04847
H 6.81299 4.14449 2.64510
H -3.75959 0.99877 -1.19869
C 4.07770 3.82892 0.64092
C -1.32498 -4.32259 -3.69837
H -2.60266 0.20926 -5.44188
H 2.58995 -0.52507 1.27263
C -4.73888 -0.42215 2.31522
C 1.25423 -1.53552 -3.78582
C 0.55899 -0.53363 -4.47622
H 6.41899 6.54428 2.16403
C 3.86239 5.18751 0.39575
H 1.07470 0.27488 2.13137
C 5.76564 5.78875 1.74189
H 0.93404 -4.68463 1.28361
H -1.04049 0.17173 1.01834
C 4.38584 -1.57796 0.81963
C -0.82882 4.02153 5.23590
H -4.99420 -1.43247 2.01631
O -5.14665 -1.94798 -0.45315
O -0.79297 -3.65583 -0.10597
H 1.14479 3.32231 1.80446
Cl -5.34481 -2.59177 -1.73866
C -0.84739 4.97196 2.64463
C 5.99343 -0.42685 -0.54722
H 4.06519 -2.45248 1.37524
N -1.00458 -4.05906 1.16374
C -0.17077 -5.33118 3.04137
C -5.31653 0.14568 3.44341
H -1.06755 -4.61481 -2.67701
C -3.47242 1.61547 1.90559
H -0.85617 5.36456 1.62656
C 0.58239 1.23718 1.97541
H -0.09360 6.81776 3.47306
H -3.84463 3.19749 3.31253
C -0.64204 -3.01436 -4.04179
C 2.62751 -1.22425 -3.23311
H 4.50621 7.20880 0.74054
H -2.40952 -4.24037 -3.75021
C -4.99954 1.45469 3.78878
H 2.40842 2.31177 2.50670
H 6.94337 -0.41030 -1.07050
C -1.25108 3.21054 4.18495
C 5.15176 3.47191 1.46212
C 4.69502 6.16008 0.94046
H -6.01305 -0.42540 4.04613
H 3.41009 -1.36914 -3.98815
C 5.98959 4.44248 2.00504
H -3.46759 -4.56550 3.37407
C 5.15496 0.67900 -0.59541
C -1.26564 3.65319 2.85442
C -2.66310 -2.34637 -5.39335
C -2.46702 -4.59238 2.96670
O -4.71648 -3.90186 -1.70513